# 1
DFT (ωB97M-V with the def2-TZVPD basis set) results for a cluster of 10 separate species, C40H79IO13S in total in a non-equilibrium geometry.

## Properties
- multiplicity = 1
- HOMO energy (eV) = -8.6756
- total charge = 0
- SMILES = COCCCCCCCC[C@@H]1CCS(=O)(=O)O[C@H]1I.CC(C)=O.CC(C)=O.CC(C)=O.CC(C)=O.CC(C)=O.CC(C)=O.CC(C)=O.CC(C)=O.CC(C)=O

XYZ file:
```
134
Properties=species:S:1:pos:R:3:lowdin_charge:R:1
C 1.35 -3.90 -0.58 -0.11
O 1.90 -2.55 -0.29 -0.26
C 0.89 -1.85 0.55 -0.22
C 1.57 -0.38 0.93 -0.15
C 1.27 0.69 -0.29 -0.18
C 0.35 1.97 0.25 -0.19
C -1.14 2.01 -0.50 -0.20
C -2.22 2.71 0.52 -0.20
C -3.79 2.56 0.01 -0.20
C -4.64 1.41 0.85 -0.24
C -4.20 -0.13 0.50 -0.31
C -3.98 -0.44 -1.10 -0.17
C -3.57 -2.04 -1.36 -0.19
S -3.69 -3.04 0.22 0.81
O -2.31 -2.90 0.97 -0.39
O -3.89 -4.57 0.00 -0.37
O -4.90 -2.53 1.31 -0.35
C -5.40 -1.18 0.99 -0.70
I -6.52 -0.47 2.74 0.84
H 1.65 -4.62 0.29 0.09
H 1.72 -4.31 -1.61 0.09
H 0.16 -3.86 -0.62 0.09
H -0.13 -1.71 -0.06 0.12
H 0.70 -2.39 1.59 0.13
H 1.12 -0.04 1.97 0.11
H 2.74 -0.53 1.05 0.11
H 2.32 1.11 -0.61 0.08
H 0.81 0.18 -1.25 0.10
H 0.22 1.92 1.43 0.08
H 0.91 2.98 0.01 0.11
H -1.38 0.87 -0.74 0.09
H -1.12 2.68 -1.48 0.12
H -2.00 3.88 0.50 0.12
H -2.06 2.38 1.63 0.11
H -3.90 2.48 -1.16 0.11
H -4.31 3.60 0.30 0.08
H -5.78 1.60 0.59 0.09
H -4.45 1.67 2.00 0.10
H -3.18 -0.33 1.09 0.16
H -3.28 0.31 -1.66 0.08
H -5.06 -0.32 -1.60 0.13
H -4.33 -2.53 -2.13 0.13
H -2.45 -2.10 -1.78 0.12
H -6.16 -1.21 0.07 0.12
C 5.67 0.58 -3.04 -0.02
C 5.25 1.52 -1.94 -0.48
C 5.69 2.95 -2.05 -0.03
O 4.57 1.12 -0.99 0.03
H 5.28 -0.42 -2.83 0.09
H 5.26 0.92 -4.00 0.05
H 6.76 0.53 -3.09 0.09
H 5.28 3.40 -2.96 0.08
H 6.78 3.01 -2.05 0.08
H 5.31 3.51 -1.18 0.08
C -5.73 6.59 1.67 -0.01
C -5.05 6.47 0.33 -0.46
C -4.79 7.74 -0.44 -0.02
O -4.73 5.37 -0.13 0.02
H -5.86 5.59 2.10 0.09
H -5.11 7.19 2.34 0.09
H -6.71 7.05 1.55 0.09
H -4.13 8.39 0.14 0.09
H -5.73 8.25 -0.65 0.09
H -4.30 7.50 -1.38 0.08
C 2.52 3.81 3.87 -0.02
C 1.31 4.39 3.20 -0.48
C 1.31 5.86 2.90 -0.03
O 0.35 3.68 2.90 0.03
H 2.38 2.74 4.03 0.09
H 3.40 3.96 3.24 0.09
H 2.67 4.29 4.85 0.08
H 2.14 6.10 2.22 0.09
H 1.40 6.43 3.83 0.08
H 0.37 6.14 2.41 0.08
C 4.86 -6.86 -2.16 -0.03
C 5.68 -5.66 -1.80 -0.49
C 4.98 -4.51 -1.13 -0.03
O 6.89 -5.61 -2.05 0.03
H 5.50 -7.61 -2.63 0.08
H 4.43 -7.30 -1.25 0.09
H 4.07 -6.58 -2.85 0.08
H 4.55 -4.84 -0.18 0.05
H 4.20 -4.12 -1.78 0.08
H 5.70 -3.71 -0.93 0.09
C -10.24 2.62 2.51 -0.03
C -9.68 3.50 1.43 -0.49
C -9.71 2.98 0.01 -0.03
O -9.21 4.61 1.68 0.04
H -10.15 3.13 3.47 0.09
H -11.30 2.42 2.31 0.09
H -9.69 1.68 2.55 0.07
H -10.75 2.80 -0.29 0.09
H -9.13 2.05 -0.05 0.08
H -9.27 3.72 -0.66 0.08
C -0.08 -0.96 -4.69 -0.01
C -1.19 -0.06 -4.23 -0.46
C -1.82 0.84 -5.25 -0.02
O -1.57 -0.06 -3.06 0.01
H 0.29 -1.56 -3.84 0.09
H -0.44 -1.64 -5.46 0.09
H 0.75 -0.36 -5.08 0.09
H -2.27 0.24 -6.05 0.09
H -1.07 1.52 -5.66 0.09
H -2.61 1.43 -4.78 0.09
C 4.48 -2.78 2.62 -0.01
C 3.77 -4.10 2.58 -0.46
C 3.13 -4.59 3.86 -0.03
O 3.70 -4.76 1.55 0.01
H 4.88 -2.55 1.63 0.08
H 3.78 -1.99 2.90 0.08
H 5.30 -2.82 3.34 0.09
H 2.37 -3.88 4.19 0.09
H 3.90 -4.72 4.63 0.06
H 2.66 -5.56 3.68 0.08
C 3.99 -6.12 8.75 -0.03
C 3.30 -5.92 7.43 -0.48
C 2.35 -7.00 6.97 -0.02
O 3.52 -4.93 6.74 0.03
H 4.64 -5.26 8.95 0.08
H 3.24 -6.17 9.55 0.09
H 4.59 -7.03 8.73 0.09
H 1.53 -7.09 7.69 0.09
H 2.88 -7.95 6.87 0.09
H 1.93 -6.72 6.00 0.08
C 5.62 -0.09 -7.40 -0.02
C 4.51 0.81 -6.94 -0.48
C 3.88 1.71 -7.96 -0.03
O 4.13 0.81 -5.76 0.03
H 5.99 -0.68 -6.55 0.09
H 5.26 -0.77 -8.17 0.09
H 6.45 0.51 -7.78 0.09
H 3.43 1.11 -8.76 0.09
H 4.63 2.39 -8.37 0.09
H 3.09 2.30 -7.48 0.08
```

# 2
DFT (ωB97M-V with the def2-TZVPD basis set) results for a cluster of 4 separate species, C40H80N3O14PS in total in a non-equilibrium geometry.

## Properties
- multiplicity = 1
- HOMO energy (eV) = -8.1264
- total charge = 0
- relative energy (zero: lowest compared OMol25 entry of this formula, charge and spin) (kJ/mol) = 0.0
- SMILES = C=CC1=C(CCCCCCCCCC)C(=O)C(CCCS(=O)(=O)O)=C(CP(=O)(O)O)C1=O.COCCNCCOC.COCCNCCOC.COCCNCCOC

XYZ file:
```
139
Properties=species:S:1:pos:R:3:lowdin_charge:R:1
C -1.00 -1.09 7.17 0.05
C -1.12 -1.64 5.89 -0.09
C 0.08 -1.47 4.99 -0.10
C 0.45 -0.31 4.45 -0.08
C -0.39 0.92 4.74 -0.12
C -0.11 2.16 3.84 -0.18
C -1.07 2.26 2.61 -0.18
C -2.45 2.88 2.98 -0.19
C -3.57 1.85 3.31 -0.20
C -3.80 0.77 2.23 -0.21
C -4.51 1.32 0.96 -0.20
C -4.36 0.35 -0.25 -0.20
C -4.80 -1.12 0.06 -0.24
C -3.60 -2.10 -0.24 -0.11
C 1.71 -0.32 3.63 -0.27
O 2.49 0.57 3.52 0.14
C 2.04 -1.63 2.89 -0.09
C 2.82 -1.58 1.60 -0.11
C 1.98 -1.88 0.32 -0.17
C 2.79 -2.76 -0.68 -0.20
S 3.28 -1.86 -2.17 0.61
O 2.74 -2.55 -3.30 -0.30
O 2.97 -0.47 -2.13 -0.28
O 4.89 -1.97 -2.34 -0.16
C 1.67 -2.77 3.44 -0.14
C 1.96 -4.16 2.86 -0.11
P 3.75 -4.60 2.88 0.49
O 4.33 -4.70 1.52 -0.30
O 4.58 -3.52 3.74 -0.10
O 3.89 -6.08 3.55 -0.14
C 0.88 -2.74 4.73 -0.30
O 0.88 -3.65 5.49 0.15
H -0.74 -1.74 8.02 0.07
H -1.11 -0.01 7.28 0.06
H -2.02 -2.19 5.58 0.11
H -1.44 0.62 4.56 0.11
H -0.34 1.24 5.79 0.11
H 0.93 2.27 3.53 0.09
H -0.34 3.05 4.46 0.11
H -0.59 3.00 1.94 0.11
H -1.14 1.28 2.13 0.10
H -2.39 3.57 3.84 0.11
H -2.82 3.48 2.12 0.10
H -3.45 1.37 4.30 0.10
H -4.51 2.43 3.38 0.11
H -4.50 0.03 2.67 0.10
H -2.90 0.19 1.96 0.10
H -5.60 1.37 1.16 0.11
H -4.13 2.30 0.69 0.08
H -4.99 0.76 -1.06 0.10
H -3.31 0.36 -0.60 0.10
H -5.15 -1.27 1.09 0.09
H -5.60 -1.36 -0.66 0.10
H -4.03 -3.04 -0.61 0.06
H -2.96 -1.71 -1.04 0.06
H -3.04 -2.24 0.70 0.06
H 3.20 -0.54 1.50 0.12
H 3.73 -2.20 1.64 0.10
H 1.05 -2.42 0.54 0.11
H 1.69 -0.92 -0.13 0.10
H 2.22 -3.64 -1.02 0.11
H 3.71 -3.14 -0.21 0.08
H 5.17 -2.91 -2.26 0.07
H 1.54 -4.31 1.86 0.11
H 1.49 -4.89 3.54 0.10
H 5.52 -3.76 3.70 0.11
H 3.61 -6.68 2.84 0.08
C 1.58 2.62 -3.07 -0.10
O 1.31 3.05 -1.74 -0.19
C 2.35 2.73 -0.82 -0.21
C 3.06 3.98 -0.34 -0.21
N 3.86 4.57 -1.41 -0.05
C 4.37 5.91 -1.11 -0.20
C 3.34 7.02 -0.91 -0.23
O 2.62 7.37 -2.08 -0.18
C 1.48 6.57 -2.34 -0.10
H 0.68 2.78 -3.66 0.09
H 2.39 3.21 -3.52 0.08
H 1.84 1.56 -3.09 0.07
H 3.05 2.00 -1.23 0.11
H 1.86 2.26 0.05 0.11
H 3.72 3.72 0.50 0.12
H 2.30 4.68 0.02 0.10
H 3.30 4.62 -2.25 0.07
H 5.01 6.19 -1.95 0.12
H 5.01 5.85 -0.23 0.12
H 3.90 7.92 -0.63 0.12
H 2.66 6.82 -0.07 0.11
H 1.01 6.20 -1.43 0.09
H 1.75 5.72 -2.99 0.07
H 0.76 7.17 -2.89 0.09
C -9.59 6.58 0.77 -0.12
O -9.57 5.54 -0.19 -0.20
C -9.28 5.99 -1.51 -0.21
C -7.92 5.50 -1.97 -0.21
N -6.85 6.18 -1.25 -0.05
C -5.53 5.58 -1.44 -0.19
C -5.31 4.15 -0.95 -0.22
O -5.36 4.01 0.46 -0.22
C -6.66 3.85 1.00 -0.10
H -9.96 6.16 1.70 0.09
H -8.59 6.98 0.95 0.08
H -10.26 7.39 0.46 0.09
H -9.37 7.07 -1.60 0.12
H -10.05 5.54 -2.16 0.12
H -7.81 5.70 -3.04 0.12
H -7.89 4.42 -1.82 0.10
H -7.06 6.16 -0.26 0.07
H -4.82 6.23 -0.91 0.12
H -5.27 5.64 -2.50 0.12
H -4.30 3.86 -1.24 0.12
H -5.98 3.43 -1.44 0.11
H -7.34 3.33 0.32 0.10
H -7.08 4.82 1.28 0.07
H -6.58 3.26 1.92 0.08
C 5.63 -7.88 -6.74 -0.11
O 4.50 -7.90 -5.89 -0.19
C 4.42 -9.06 -5.06 -0.22
C 4.65 -8.71 -3.60 -0.21
N 6.04 -8.32 -3.36 -0.05
C 6.27 -7.72 -2.05 -0.20
C 5.58 -6.39 -1.74 -0.22
O 6.04 -5.30 -2.52 -0.19
C 5.43 -5.16 -3.80 -0.09
H 5.52 -7.05 -7.43 0.09
H 6.56 -7.73 -6.17 0.08
H 5.71 -8.81 -7.32 0.09
H 5.12 -9.84 -5.39 0.12
H 3.41 -9.46 -5.17 0.12
H 4.41 -9.57 -2.98 0.12
H 3.96 -7.90 -3.35 0.10
H 6.32 -7.66 -4.07 0.07
H 7.35 -7.55 -1.97 0.12
H 6.01 -8.45 -1.28 0.12
H 5.81 -6.14 -0.71 0.11
H 4.48 -6.47 -1.79 0.11
H 4.39 -5.50 -3.80 0.10
H 6.00 -5.69 -4.56 0.07
H 5.45 -4.10 -4.06 0.08
```

Number 1: E_tot -88305.2685 eV, Kohn-Sham gap 0.3289 hartree. Number 2: E_tot -96029.7476 eV, Kohn-Sham gap 0.2612 hartree.